41
Properties=species:S:1:pos:R:3:forces:R:3 method="wB97M-V/def2-TZVPD" homo_lumo_gap_ev="6.65 / 5.75" charge=-1 e_tot_ha=-11529.6680 lumo_energy_ha="0.0765 / 0.0334" s_squared=2.01 spin_multiplicity=3 homo_ev="-4.568 / -4.843"
S 1.877753 0.648454 -0.365360 0.01 0.08 0.05
C 2.419061 1.860233 0.871126 -0.02 0.01 0.08
Se -4.108580 2.456455 -1.557255 0.00 0.05 -0.03
H 2.415861 2.349748 2.947586 -0.01 0.00 -0.02
F -1.933207 -3.134586 -2.621528 -0.01 -0.05 0.01
Se -5.022783 3.473205 1.909164 -0.27 0.22 0.21
Se -2.782387 0.075566 1.299540 0.13 -0.17 0.07
N 0.733822 -1.695607 1.628211 -0.07 0.05 0.01
C -1.233860 -0.875668 -2.446820 -0.07 0.15 0.17
C -2.466519 -1.706180 -4.395662 0.00 0.10 -0.04
C -1.227331 0.376338 -3.100417 -0.03 -0.24 -0.01
H 2.289333 -1.327650 2.954108 0.01 0.02 -0.01
F -1.772269 1.793432 -4.903577 0.01 0.01 -0.01
H 3.301960 -1.248302 -0.562942 -0.02 0.02 -0.03
C -2.442342 -0.457412 -4.995050 -0.02 -0.10 0.03
C 0.620747 -0.056284 3.500775 -0.02 -0.01 0.05
H 1.114503 -2.298889 -0.289710 0.00 0.01 0.01
F -0.605820 1.412910 -2.513653 0.01 0.07 0.01
C 1.688955 -2.027469 0.597358 0.05 -0.05 -0.04
Se -0.945950 3.351644 0.751770 0.36 -0.14 0.00
H 1.851646 2.751524 0.598138 0.02 0.00 0.01
C -1.883516 -1.904438 -3.161726 0.05 0.12 0.05
Sb -3.202852 2.459740 0.782167 -0.17 -0.17 -0.29
H 0.945126 -2.162338 3.680276 0.00 0.00 0.00
F -3.067843 -2.727205 -5.028006 -0.01 -0.03 -0.01
H 3.294562 -0.634932 1.071101 -0.03 0.03 0.01
H 0.153654 1.811058 2.728443 -0.03 -0.08 -0.04
H -0.066568 -2.307625 1.614497 -0.02 0.03 -0.05
H 1.084923 0.136898 4.481546 -0.02 -0.02 0.01
C 1.196536 -1.373738 2.961041 0.05 -0.10 0.04
O -0.686771 -1.097686 -1.290434 0.17 -0.34 -0.22
C 2.647108 -0.890854 0.232174 0.07 -0.07 0.03
H 2.331866 -2.884325 0.864255 -0.01 0.00 0.00
H 2.830906 0.686159 2.628981 0.02 0.00 -0.01
Au -0.486571 0.424590 0.367114 -0.35 0.53 -0.16
F -3.008925 -0.263588 -6.200815 0.00 -0.01 0.00
N 0.788614 1.037382 2.569479 0.28 0.06 0.14
C 2.147813 1.481933 2.329901 -0.07 0.04 0.02
H 3.480114 2.079881 0.738550 0.00 -0.05 -0.05
H -0.453448 -0.173446 3.658568 0.01 -0.02 -0.01
C -1.817319 0.581068 -4.332913 0.02 0.04 0.02